Entry 1:
76
Properties=species:S:1:pos:R:3:mulliken_spin:R:1 method="wB97M-V/def2-TZVPD" orbital_gap_ev="5.746 / 5.723" energy_ha=-4944.7457 homo_ev="-18.9 / -19.8" total_charge=+4 multiplicity=5 molar_mass_g_mol=769.799 e_above_lowest_kj_mol=0.0
C -2.572 0.300 -8.320 0.115
C -1.858 1.412 -7.829 -0.046
C -1.133 2.182 -8.758 0.115
C -1.261 1.885 -10.126 -0.002
N -2.014 0.881 -10.574 0.815
C -2.632 0.092 -9.700 -0.003
C -1.784 1.704 -6.414 0.253
C -1.835 1.601 -5.188 -0.110
C -1.421 1.100 -3.938 0.198
C -2.243 0.282 -3.131 -0.112
C -1.638 -0.830 -2.508 0.226
C -0.270 -0.719 -2.313 -0.022
C 0.613 0.080 -3.164 0.115
C -0.025 1.191 -3.799 -0.091
Os 0.528 0.646 -1.264 1.240
P -0.857 2.275 -0.542 0.065
H -0.451 2.970 -8.441 0.008
H -3.040 -0.405 -7.641 0.010
H -0.732 2.478 -10.874 0.024
H -3.195 -0.744 -10.113 0.025
H 0.574 1.851 -4.436 0.010
H -3.326 0.455 -3.130 0.004
H 1.568 -0.255 -3.555 -0.007
H -2.228 -1.668 -2.143 -0.005
C -0.324 2.974 1.116 -0.001
C -0.480 4.482 1.319 0.004
H 0.725 2.668 1.267 0.009
H -0.894 2.420 1.878 0.002
H -0.150 4.729 2.338 0.001
H 0.149 5.072 0.640 0.000
H -1.526 4.809 1.225 0.000
C -0.871 3.707 -1.732 0.056
C -2.187 3.978 -2.454 0.007
H -0.098 3.458 -2.478 -0.015
H -0.508 4.603 -1.206 -0.005
H -2.018 4.806 -3.159 0.003
H -2.513 3.116 -3.052 0.005
H -2.981 4.276 -1.762 -0.001
C -2.622 1.816 -0.250 -0.002
C -3.366 2.834 0.621 0.000
H -2.633 0.824 0.228 -0.002
H -3.114 1.676 -1.224 0.002
H -4.441 2.619 0.627 0.000
H -3.028 2.797 1.663 0.000
H -3.254 3.863 0.261 0.000
Br 2.037 -1.613 -1.345 -0.084
P 3.592 2.909 -1.404 0.580
C 2.382 4.080 -0.685 0.120
C 3.105 5.253 -0.016 0.022
H 1.725 3.538 0.013 0.001
H 1.744 4.452 -1.499 -0.005
H 2.394 6.001 0.356 0.000
H 3.708 4.914 0.833 0.000
H 3.758 5.755 -0.744 -0.002
C 3.855 1.493 -0.298 0.115
C 5.319 1.044 -0.445 0.018
H 3.134 0.691 -0.570 0.035
H 3.651 1.832 0.726 0.007
H 5.535 0.222 0.239 0.001
H 5.523 0.707 -1.469 -0.001
H 6.016 1.860 -0.208 0.001
C 2.851 2.202 -2.908 0.130
C 3.349 2.948 -4.152 0.037
H 1.754 2.274 -2.757 0.049
H 3.111 1.133 -2.951 -0.009
H 3.064 2.405 -5.059 0.001
H 2.905 3.950 -4.205 0.001
H 4.449 3.020 -4.140 -0.003
S -2.098 -2.434 1.319 0.012
C -1.610 -1.064 2.264 0.005
C -0.632 -0.323 1.617 0.008
N -0.408 -0.712 0.298 0.057
C -0.997 -1.899 0.087 0.012
H -2.052 -0.817 3.223 0.001
H -0.078 0.512 2.031 0.003
H -0.869 -2.491 -0.814 0.001

---

Entry 2:
78
Properties=species:S:1:pos:R:3:mulliken_spin:R:1 method="wB97M-V/def2-TZVPD" orbital_gap_ev="5.026 / 6.414" energy_ha=-3172.6405 homo_ev="-4.8 / -6.2" multiplicity=5 molar_mass_g_mol=575.819 e_above_lowest_kj_mol=50.4
Cr -1.382 -0.250 -0.068 3.877
C -1.905 -2.323 -2.154 0.018
C -1.285 -3.089 -0.983 0.013
N -1.569 -2.473 0.322 0.055
C -2.945 -2.815 0.770 0.008
C -3.840 -1.583 1.055 0.000
N -3.392 -0.271 0.435 -0.025
C -4.171 0.222 -0.784 -0.010
C -3.707 -0.458 -2.097 0.024
N -2.215 -0.840 -1.932 0.005
H -2.827 -2.803 -2.450 -0.007
H -1.357 -2.415 -3.094 0.008
H -0.188 -3.162 -1.103 -0.020
H -1.703 -4.109 -1.050 0.004
H -0.834 -2.642 0.996 -0.023
H -2.866 -3.429 1.706 -0.004
H -3.354 -3.495 0.008 -0.004
H -3.901 -1.448 2.127 0.000
H -4.857 -1.836 0.750 -0.001
H -3.460 0.451 1.117 0.007
H -3.937 1.328 -0.826 0.010
H -5.288 0.112 -0.756 -0.001
H -3.876 0.205 -2.973 0.003
H -4.359 -1.356 -2.240 -0.002
H -1.753 -0.358 -2.709 0.001
C -0.125 3.326 -0.833 -0.006
C -1.318 2.523 -1.382 0.040
C -2.248 3.614 -1.917 0.007
O -1.906 1.699 -0.372 -0.039
H 0.230 4.133 -1.535 -0.001
H 0.703 2.664 -0.595 0.005
H -0.460 3.890 0.034 0.000
H -0.998 1.860 -2.200 0.002
H -2.466 4.322 -1.075 0.000
H -3.118 3.123 -2.353 0.000
H -1.793 4.246 -2.670 -0.001
N -1.845 2.297 2.225 0.013
C -0.976 1.433 2.762 0.067
S -0.841 -0.194 2.303 0.015
N -0.173 1.887 3.737 0.020
C 1.147 1.296 3.898 0.017
C 1.338 0.093 4.494 -0.005
C 2.584 -0.237 4.962 0.003
C 3.617 0.679 4.743 -0.001
C 3.470 1.731 3.878 0.003
C 2.218 2.060 3.431 -0.002
H -2.095 2.253 1.220 0.001
H -2.420 2.892 2.824 0.003
H -0.243 2.917 3.855 0.000
H 0.489 -0.603 4.612 -0.003
H 2.769 -1.116 5.558 0.000
H 4.582 0.431 5.108 0.000
H 4.349 2.250 3.519 0.001
H 2.090 3.041 2.931 0.002
C 3.093 -4.323 -0.155 -0.005
C 2.374 -3.812 0.969 0.003
C 1.921 -2.500 0.916 0.015
C 2.080 -1.689 -0.233 -0.016
C 2.849 -2.212 -1.272 0.005
C 3.390 -3.469 -1.232 0.002
Si 1.240 0.017 -0.331 -0.059
C 2.085 0.763 -1.797 -0.007
C 1.744 0.300 -3.066 -0.003
C 2.422 0.771 -4.181 0.001
C 3.368 1.766 -4.053 -0.003
C 3.750 2.235 -2.772 0.001
C 3.081 1.724 -1.660 -0.007
H 3.468 -5.330 -0.138 -0.001
H 2.210 -4.440 1.841 0.000
H 1.400 -2.089 1.807 -0.002
H 3.079 -1.490 -2.065 0.000
H 4.105 -3.663 -1.985 0.000
H 1.889 0.705 0.793 0.000
H 1.064 -0.574 -3.148 -0.003
H 2.132 0.442 -5.179 0.000
H 3.766 2.177 -4.975 0.000
H 4.520 2.997 -2.648 0.000
H 3.377 2.022 -0.662 -0.002

---

Entry 3:
79
Properties=species:S:1:pos:R:3:mulliken_charge:R:1 method="wB97M-V/def2-TZVPD" orbital_gap_ev="7.694 / 5.423" energy_ha=-2733.9184 homo_ev="-15.9 / -16.4" total_charge=+3 molar_mass_g_mol=766.877 e_above_lowest_kj_mol=85.8
Pb 0.320 0.641 0.238 0.773
O -0.710 -1.120 -3.092 -0.785
C -0.462 -1.301 -1.910 0.239
O -1.064 -0.698 -0.925 -0.664
C 0.654 -2.262 -1.494 -0.764
P 2.026 -1.339 -0.713 1.071
C 3.175 -0.811 -1.962 0.718
C 2.776 -0.705 -3.299 -0.466
C 3.691 -0.286 -4.249 -0.819
C 4.990 0.038 -3.870 -0.503
C 5.383 -0.060 -2.541 -0.693
C 4.480 -0.482 -1.582 -0.805
C 2.862 -2.316 0.525 0.358
C 3.506 -3.491 0.123 -0.373
C 4.142 -4.277 1.069 -0.736
C 4.149 -3.891 2.406 -0.600
C 3.526 -2.715 2.803 -0.509
C 2.882 -1.928 1.862 -0.219
H 1.013 -2.838 -2.346 0.635
H 0.280 -2.938 -0.723 0.480
H 1.773 -0.979 -3.604 0.412
H 3.401 -0.227 -5.289 0.456
H 5.702 0.359 -4.619 0.435
H 6.398 0.181 -2.257 0.436
H 4.795 -0.580 -0.550 0.400
H 3.520 -3.789 -0.919 0.433
H 4.639 -5.188 0.765 0.469
H 4.654 -4.507 3.137 0.429
H 3.551 -2.410 3.841 0.486
H 2.414 -1.000 2.175 0.309
C -1.966 3.532 4.374 -1.182
N -0.965 3.141 3.383 0.023
C -0.807 3.736 2.216 0.736
N -1.612 4.720 1.850 -0.378
S 0.500 3.303 1.139 -0.355
H -1.857 2.886 5.240 0.309
H -2.973 3.412 3.972 0.435
H -1.814 4.564 4.694 0.441
H -0.246 2.487 3.661 0.046
H -2.290 5.126 2.479 0.213
H -1.462 5.176 0.964 0.238
C -4.972 0.128 -4.250 -1.638
C -3.886 0.997 -4.871 1.281
C -3.709 0.685 -6.361 -1.467
C -4.161 2.479 -4.645 -1.747
N -2.624 0.619 -4.189 0.512
N -1.569 1.404 -4.124 -0.397
H -5.916 0.325 -4.756 0.440
H -5.097 0.347 -3.189 0.389
H -4.749 -0.933 -4.372 0.419
H -4.629 0.942 -6.885 0.424
H -3.511 -0.375 -6.524 0.391
H -2.897 1.268 -6.798 0.356
H -5.155 2.703 -5.028 0.453
H -3.471 3.127 -5.192 0.472
H -4.142 2.735 -3.585 0.420
H -2.410 -0.339 -3.909 0.366
H -1.640 2.309 -4.566 0.232
H -0.689 0.911 -4.055 0.240
C -2.486 -0.191 2.403 -1.095
P -0.730 -0.637 2.386 0.859
C -0.708 -2.434 2.175 -1.121
C -0.015 -0.219 3.984 1.629
C 1.112 0.601 4.076 -0.773
C 1.654 0.908 5.316 -0.788
C 1.075 0.391 6.469 -0.691
C -0.042 -0.431 6.384 -0.790
C -0.589 -0.737 5.147 -0.944
H -3.006 -0.723 3.201 0.445
H -2.932 -0.470 1.447 0.454
H -2.601 0.881 2.556 0.261
H -1.312 -2.899 2.957 0.556
H 0.311 -2.812 2.242 0.299
H -1.144 -2.682 1.207 0.341
H 1.578 1.010 3.183 0.222
H 2.528 1.542 5.383 0.503
H 1.500 0.624 7.436 0.487
H -0.486 -0.837 7.283 0.487
H -1.459 -1.381 5.098 0.381

---

Repeat the second record exactly.
78
Properties=species:S:1:pos:R:3:mulliken_spin:R:1 method="wB97M-V/def2-TZVPD" orbital_gap_ev="5.026 / 6.414" energy_ha=-3172.6405 homo_ev="-4.8 / -6.2" multiplicity=5 molar_mass_g_mol=575.819 e_above_lowest_kj_mol=50.4
Cr -1.382 -0.250 -0.068 3.877
C -1.905 -2.323 -2.154 0.018
C -1.285 -3.089 -0.983 0.013
N -1.569 -2.473 0.322 0.055
C -2.945 -2.815 0.770 0.008
C -3.840 -1.583 1.055 0.000
N -3.392 -0.271 0.435 -0.025
C -4.171 0.222 -0.784 -0.010
C -3.707 -0.458 -2.097 0.024
N -2.215 -0.840 -1.932 0.005
H -2.827 -2.803 -2.450 -0.007
H -1.357 -2.415 -3.094 0.008
H -0.188 -3.162 -1.103 -0.020
H -1.703 -4.109 -1.050 0.004
H -0.834 -2.642 0.996 -0.023
H -2.866 -3.429 1.706 -0.004
H -3.354 -3.495 0.008 -0.004
H -3.901 -1.448 2.127 0.000
H -4.857 -1.836 0.750 -0.001
H -3.460 0.451 1.117 0.007
H -3.937 1.328 -0.826 0.010
H -5.288 0.112 -0.756 -0.001
H -3.876 0.205 -2.973 0.003
H -4.359 -1.356 -2.240 -0.002
H -1.753 -0.358 -2.709 0.001
C -0.125 3.326 -0.833 -0.006
C -1.318 2.523 -1.382 0.040
C -2.248 3.614 -1.917 0.007
O -1.906 1.699 -0.372 -0.039
H 0.230 4.133 -1.535 -0.001
H 0.703 2.664 -0.595 0.005
H -0.460 3.890 0.034 0.000
H -0.998 1.860 -2.200 0.002
H -2.466 4.322 -1.075 0.000
H -3.118 3.123 -2.353 0.000
H -1.793 4.246 -2.670 -0.001
N -1.845 2.297 2.225 0.013
C -0.976 1.433 2.762 0.067
S -0.841 -0.194 2.303 0.015
N -0.173 1.887 3.737 0.020
C 1.147 1.296 3.898 0.017
C 1.338 0.093 4.494 -0.005
C 2.584 -0.237 4.962 0.003
C 3.617 0.679 4.743 -0.001
C 3.470 1.731 3.878 0.003
C 2.218 2.060 3.431 -0.002
H -2.095 2.253 1.220 0.001
H -2.420 2.892 2.824 0.003
H -0.243 2.917 3.855 0.000
H 0.489 -0.603 4.612 -0.003
H 2.769 -1.116 5.558 0.000
H 4.582 0.431 5.108 0.000
H 4.349 2.250 3.519 0.001
H 2.090 3.041 2.931 0.002
C 3.093 -4.323 -0.155 -0.005
C 2.374 -3.812 0.969 0.003
C 1.921 -2.500 0.916 0.015
C 2.080 -1.689 -0.233 -0.016
C 2.849 -2.212 -1.272 0.005
C 3.390 -3.469 -1.232 0.002
Si 1.240 0.017 -0.331 -0.059
C 2.085 0.763 -1.797 -0.007
C 1.744 0.300 -3.066 -0.003
C 2.422 0.771 -4.181 0.001
C 3.368 1.766 -4.053 -0.003
C 3.750 2.235 -2.772 0.001
C 3.081 1.724 -1.660 -0.007
H 3.468 -5.330 -0.138 -0.001
H 2.210 -4.440 1.841 0.000
H 1.400 -2.089 1.807 -0.002
H 3.079 -1.490 -2.065 0.000
H 4.105 -3.663 -1.985 0.000
H 1.889 0.705 0.793 0.000
H 1.064 -0.574 -3.148 -0.003
H 2.132 0.442 -5.179 0.000
H 3.766 2.177 -4.975 0.000
H 4.520 2.997 -2.648 0.000
H 3.377 2.022 -0.662 -0.002